C35H31BeClN3P2S as an isolated structure, computed with ωB97M-V with the def2-TZVPD basis set.

```
74
Properties=species:S:1:pos:R:3
Be 0.2497 0.1256 -0.3028
N 0.0164 -2.4047 -1.4388
P 1.4733 -1.5921 -1.1276
C 2.4353 -2.6471 -0.0291
C 3.7425 -2.2502 0.2576
C 4.5216 -3.0053 1.1168
C 3.9988 -4.1550 1.6989
C 2.6969 -4.5423 1.4264
C 1.9111 -3.7873 0.5640
C 2.3947 -1.5798 -2.6810
C 3.2390 -2.6274 -3.0463
C 3.8757 -2.6043 -4.2776
C 3.6769 -1.5370 -5.1431
C 2.8442 -0.4872 -4.7812
C 2.2055 -0.5057 -3.5508
P -1.2520 -1.3914 -0.9553
C -2.4167 -2.3611 0.0154
C -2.5247 -2.1058 1.3806
C -3.3868 -2.8616 2.1626
C -4.1388 -3.8719 1.5825
C -4.0406 -4.1258 0.2193
C -3.1880 -3.3683 -0.5647
C -2.1433 -0.9487 -2.4626
C -3.4550 -0.4845 -2.3859
C -4.1000 -0.0320 -3.5263
C -3.4422 -0.0402 -4.7482
C -2.1368 -0.5027 -4.8312
C -1.4855 -0.9514 -3.6919
H -0.0848 -3.2411 -2.0004
H 4.1460 -1.3505 -0.1934
H 5.5376 -2.7019 1.3328
H 4.6096 -4.7468 2.3677
H 2.2886 -5.4336 1.8839
H 0.8887 -4.0843 0.3655
H 3.4033 -3.4539 -2.3658
H 4.5297 -3.4180 -4.5617
H 4.1780 -1.5217 -6.1021
H 2.6985 0.3489 -5.4525
H 1.5588 0.3152 -3.2617
H -1.9471 -1.3079 1.8316
H -3.4737 -2.6587 3.2216
H -4.8116 -4.4610 2.1917
H -4.6360 -4.9083 -0.2317
H -3.1293 -3.5524 -1.6316
H -3.9763 -0.4793 -1.4358
H -5.1192 0.3246 -3.4602
H -3.9489 0.3121 -5.6368
H -1.6238 -0.5152 -5.7839
H -0.4668 -1.3094 -3.7676
S 0.4269 0.0766 1.8105
C 1.6943 1.2059 1.9098
N 1.6398 2.1360 2.9024
C 2.6023 3.0545 3.1026
C 3.6891 3.0541 2.2819
C 3.6874 2.1029 1.2522
N 2.7367 1.2114 1.0660
H 0.7925 2.1566 3.4566
H 2.4467 3.7521 3.9124
H 4.4909 3.7642 2.4055
H 4.5083 2.0738 0.5429
Cl -2.4762 1.7173 0.4665
C -1.2052 2.8978 0.6595
C -1.3818 3.8885 1.6111
C -0.4068 4.8626 1.7780
C 0.7248 4.8295 0.9739
C 0.8829 3.8203 0.0357
C -0.0696 2.8124 -0.1513
C 0.1530 1.6930 -1.1063
H -2.2893 3.9032 2.1999
H -0.5516 5.6540 2.5015
H 1.4776 5.6034 1.0630
H 1.7620 3.8119 -0.5994
H 1.0469 1.9175 -1.6947
H -0.6864 1.6308 -1.8097
```

As for the net charge: +1. The HOMO energy is -10.543 eV. The energy above the lowest of the compared OMol25 structures with the same formula, charge and spin comes out at 0.00 kJ/mol. The calculation puts the LUMO energy at -3.21 eV. As for the total energy: -83603.399 eV.

Mulliken population analysis, charges in e, atoms 1 to 2: atom 1 (Be): -0.245, atom 2 (N): -0.189

C5H4CrO as an isolated structure in a non-equilibrium geometry, computed with ωB97M-V with the def2-TZVPD basis set.

```
11
Properties=species:S:1:pos:R:3
C 0.5938 1.0109 -1.0197
H 0.9667 1.0505 -2.0472
H 2.2125 -0.1810 0.1729
H -0.1851 1.7802 -1.0570
C 1.2970 0.4115 0.1797
C -0.0193 -0.0833 0.0724
C -1.0993 -0.6431 0.5837
C -2.3596 -0.9302 0.4068
O -3.4495 -1.3435 0.3776
Cr 0.2788 -2.6410 2.2566
H 1.7640 1.5690 0.0741
```

As for the net charge: +1. The HOMO energy (alpha / beta) is -11.895 / -11.675 eV. Its spin multiplicity is 4. The energy above the lowest of the compared OMol25 structures with the same formula, charge and spin comes out at 307.72 kJ/mol. The calculation puts the LUMO energy (alpha / beta) at -5.65 / -5.67 eV. The expectation value of S² is 3.76. As for the total energy: -35700.493 eV.

Mulliken population analysis, charges in e, atoms 1 to 2: atom 1 (C): -0.625, atom 2 (H): 0.315

C21H31N3PPt as an isolated structure in a non-equilibrium geometry, computed with ωB97M-V with the def2-TZVPD basis set.

```
57
Properties=species:S:1:pos:R:3
Pt 0.3916 0.9913 0.3655
C -0.2941 -3.7628 -3.4841
C -0.8332 -2.4239 -2.9676
C -1.5492 -2.5192 -1.6634
C -2.7174 -3.2749 -1.6150
C -3.5720 -3.2401 -0.5237
C -3.2749 -2.4051 0.5528
C -2.1161 -1.6428 0.5747
C -1.8209 -0.7997 1.7743
C -1.1256 -1.6346 2.8534
C -1.1727 -1.7692 -0.4907
N 0.0311 -1.1489 -0.4151
C 1.1481 -1.6208 -0.9364
C 2.2713 -0.8171 -1.1129
C 3.5553 -1.1229 -1.6512
C 4.2474 0.0635 -1.6939
C 3.3738 1.0711 -1.1687
N 2.2202 0.5474 -0.8179
H 0.0360 -3.6386 -4.5126
H -1.0552 -4.5393 -3.4706
H 0.5420 -4.1246 -2.8876
H -1.5739 -2.0924 -3.7080
H -0.0402 -1.6715 -2.9580
H -2.9842 -3.8599 -2.4857
H -4.4801 -3.8263 -0.5330
H -3.9601 -2.3600 1.3868
H -2.7544 -0.4059 2.1788
H -1.1823 0.0852 1.4921
H -1.7440 -2.4906 3.1166
H -0.9848 -1.0557 3.7607
H -0.1611 -2.0016 2.5097
H 1.2170 -2.6706 -1.2119
H 3.8979 -2.0941 -1.9509
H 5.2436 0.2362 -2.0565
H 3.5847 2.1233 -1.0794
C -3.0089 4.6916 -2.0984
C -1.5788 4.7550 -1.5450
C -1.1209 3.5788 -0.9169
N -0.7400 2.6272 -0.3837
H -3.2250 5.6500 -2.5668
H -3.7422 4.5373 -1.3102
H -3.1119 3.9129 -2.8495
H -1.5054 5.5648 -0.8075
H -0.8784 4.9753 -2.3625
C 0.6064 1.8221 3.9099
P 1.5997 1.4222 2.4411
C 2.5791 -0.0664 2.8154
C 2.8379 2.7449 2.2902
H 1.2229 1.6639 4.7976
H -0.2804 1.1957 3.9861
H 0.2972 2.8666 3.8805
H 3.2877 0.1899 3.6045
H 3.1433 -0.3837 1.9389
H 1.9516 -0.8874 3.1586
H 3.3529 2.8258 3.2523
H 2.3755 3.7052 2.0669
H 3.5763 2.5060 1.5251
```

As for the net charge: +3. The HOMO energy (alpha / beta) is -17.675 / -18.187 eV. Its spin multiplicity is 5. The energy above the lowest of the compared OMol25 structures with the same formula, charge and spin comes out at 55.32 kJ/mol. The calculation puts the LUMO energy (alpha / beta) at -10.16 / -13.29 eV. The expectation value of S² is 6.05. As for the total energy: -39255.749 eV.

Mulliken population analysis, charges in e, atoms 1 to 2: atom 1 (Pt): 1.280, atom 2 (C): -1.098

A 2-piece molecular cluster, C5H16NO overall in a non-equilibrium geometry, computed with ωB97M-V with the def2-TZVPD basis set.

```
23
Properties=species:S:1:pos:R:3
C -1.0359 0.1872 -1.3758
C -0.4330 -0.6684 -0.2586
C 1.1396 -0.4565 0.0351
C 2.0348 -1.3930 -0.9072
C 1.4207 0.9116 -0.2776
N -1.2318 -0.5396 1.0355
H -0.3678 0.1839 -2.2949
H -1.1750 1.2288 -1.1730
H -2.0195 -0.1675 -1.6521
H -0.3721 -1.7337 -0.7304
H 1.4072 -0.7364 1.0404
H 3.0969 -1.2061 -0.6623
H 1.7505 -1.1263 -1.8517
H 2.1576 -2.4793 -0.7698
H 2.3728 1.0380 -0.7286
H 1.2169 1.5004 0.6158
H 0.7993 1.1922 -1.0736
H -1.2741 0.4168 1.3277
H -0.8153 -1.0396 1.7928
H -2.2381 -0.7796 0.8464
H -1.4168 2.0156 2.7978
H -2.9251 2.0876 2.0385
O -2.0919 1.5640 2.2257
```

As for the net charge: +1. The HOMO energy is -14.934 eV. The energy above the lowest of the compared OMol25 structures with the same formula, charge and spin comes out at 184.09 kJ/mol. The calculation puts the LUMO energy at -3.29 eV. As for the total energy: -8974.607 eV.

Mulliken population analysis, charges in e, atoms 1 to 2: atom 1 (C): -1.615, atom 2 (C): 0.156

C27H35BeN5O2P2 as an isolated structure in a non-equilibrium geometry, computed with ωB97M-V with the def2-TZVPD basis set.

```
72
Properties=species:S:1:pos:R:3
Be 0.0246 0.5050 1.7590
C -1.6472 1.3583 -2.8965
C -1.6498 0.0227 -2.8522
C -0.7592 -0.8753 -3.6618
C 0.6843 -0.3541 -3.9065
C 1.3718 0.2950 -2.7395
C 1.1803 1.5512 -2.2892
C 0.5243 2.6521 -3.0766
C -0.7649 2.2029 -3.7835
C 0.2004 1.7613 2.9772
H -2.3838 1.9487 -2.3482
H -2.4661 -0.5136 -2.3509
H -1.1569 -1.0785 -4.6797
H -0.7615 -1.8547 -3.1539
H 1.2900 -1.2251 -4.2122
H 0.6361 0.3110 -4.7753
H 2.2316 -0.3001 -2.4007
H 1.6223 1.8496 -1.3199
H 1.1809 3.0698 -3.8604
H 0.2955 3.4494 -2.3692
H -1.3182 3.1031 -4.1166
H -0.5010 1.6702 -4.6998
H -0.6230 1.7674 3.6985
H 0.3134 2.8179 2.6611
H 1.0947 1.5176 3.5735
P 1.8052 -0.4143 0.9112
P -1.7986 -0.5939 1.1184
N 3.1087 0.6742 0.4527
N 2.8263 -1.6205 1.6631
N -2.7186 0.7985 0.6419
N -3.1114 -1.6170 1.6799
C 0.7026 -1.2609 -0.3114
C -0.8367 -1.5381 -0.1124
C 3.0881 2.0193 0.8899
C 4.0435 2.7286 0.1820
C 4.6964 1.8062 -0.7035
C 4.1258 0.5513 -0.5037
C 3.7680 -1.3321 2.6737
C 4.4790 -2.4962 2.9575
C 4.0019 -3.5174 2.0711
C 3.0189 -2.9447 1.2656
C -2.5912 2.1073 1.1686
C -3.3318 2.9560 0.3571
C -3.9402 2.1694 -0.6625
C -3.5847 0.8491 -0.4426
C -4.2884 -1.9814 1.0068
C -5.0239 -2.8329 1.8181
C -4.2884 -3.0147 3.0338
C -3.1200 -2.2681 2.9304
H 1.2011 -2.2085 -0.5797
H 0.7432 -0.5983 -1.1917
H -1.3302 -1.3936 -1.0913
H -0.9670 -2.5938 0.1844
H 2.4057 2.3331 1.6693
H 4.2409 3.7870 0.2681
H 5.4660 2.0492 -1.4220
H 4.3457 -0.4161 -0.9297
H 3.8300 -0.3440 3.1033
H 5.2402 -2.6181 3.7141
H 4.3319 -4.5471 2.0427
H 2.4305 -3.3560 0.4586
H -2.0408 2.2715 2.0891
H -3.4193 4.0282 0.4878
H -4.4788 2.5283 -1.5228
H -3.9227 -0.0568 -0.9304
H -4.5135 -1.6145 0.0300
H -5.9861 -3.2831 1.6149
H -4.5792 -3.6123 3.8852
H -2.2941 -2.0996 3.6054
O -0.4847 -1.6038 4.5763
N 0.1536 -0.7256 4.0338
O -0.0213 -0.8062 2.6421
```

As for the net charge: 0. The HOMO energy is -8.190 eV. The energy above the lowest of the compared OMol25 structures with the same formula, charge and spin comes out at 0.00 kJ/mol. The calculation puts the LUMO energy at -0.10 eV. As for the total energy: -59084.387 eV.

Mulliken population analysis, charges in e, atoms 1 to 2: atom 1 (Be): 0.699, atom 2 (C): 0.030

C5H11NO2PS as an isolated structure in a non-equilibrium geometry, computed with ωB97M-V with the def2-TZVPD basis set.

```
21
Properties=species:S:1:pos:R:3
C -1.5862 0.9850 0.8687
C 1.7076 1.8732 -0.2357
C 1.4512 -0.9295 0.6606
C 0.7072 0.9226 -0.8889
C 0.5578 -0.3485 -0.4250
N -0.3240 -1.2788 -1.0453
O -1.2591 2.0609 1.3047
O -1.5800 -0.1584 1.2261
P -1.4958 -2.0134 -0.0100
S -2.6084 1.2448 -0.7956
H 1.1554 2.0766 0.5984
H 2.6687 1.4631 0.0424
H 1.9077 2.9035 -0.8113
H 1.6964 -0.1754 1.3337
H 0.8816 -1.6874 1.2717
H 2.3981 -1.4970 0.4308
H -0.0677 1.3828 -1.5177
H -0.9093 -0.9754 -1.9356
H -1.1529 -3.3228 -0.6939
H -0.7526 -2.6647 1.0624
H -3.3957 0.1387 -0.4401
```

As for the net charge: -1. The HOMO energy is -3.853 eV. The energy above the lowest of the compared OMol25 structures with the same formula, charge and spin comes out at 235.96 kJ/mol. The calculation puts the LUMO energy at 3.47 eV. As for the total energy: -31072.042 eV.

Mulliken population analysis, charges in e, atoms 1 to 2: atom 1 (C): 0.713, atom 2 (C): -1.316